{"formula": "C43H41GeN3O3PdS", "method": "ωB97M-V/def2-TZVPD", "charge": -2, "energy_ha": -4656.22493, "species": ["Pd", "C", "C", "C", "C", "N", "C", "C", "C", "C", "C", "C", "C", "H", "H", "H", "H", "H", "H", "H", "H", "C", "C", "C", "N", "C", "S", "N", "C", "O", "C", "C", "C", "C", "C", "C", "H", "H", "H", "H", "H", "H", "H", "H", "H", "H", "H", "H", "H", "H", "O", "C", "O", "C", "C", "Ge", "C", "C", "C", "C", "C", "C", "C", "C", "C", "C", "C", "C", "C", "C", "C", "C", "C", "C", "H", "H", "H", "H", "H", "H", "H", "H", "H", "H", "H", "H", "H", "H", "H", "H", "H", "H", "H"], "xyz": [[-0.559722, -0.504371, -0.871609], [1.535622, 2.400102, 2.824178], [2.877021, 2.111329, 2.609761], [3.250723, 1.433009, 1.467140], [2.269864, 1.057289, 0.533800], [0.990175, 1.338602, 0.760295], [0.631757, 1.975308, 1.860946], [2.580254, 0.302158, -0.713513], [3.889990, 0.357336, -1.205887], [4.271743, -0.353682, -2.330460], [3.316743, -1.142060, -2.961542], [2.021929, -1.183781, -2.463034], [1.570866, -0.466166, -1.336381], [1.200459, 2.917596, 3.713494], [3.627094, 2.393962, 3.340769], [4.288100, 1.161738, 1.327313], [-0.434237, 2.131791, 1.977086], [4.634725, 0.982808, -0.724126], [5.287702, -0.289541, -2.706681], [3.580457, -1.719533, -3.844190], [1.316407, -1.814580, -2.994834], [-1.245345, -2.998088, -3.332863], [-2.091545, -3.141717, -2.075236], [-3.381315, -2.332211, -2.155873], [-3.235930, -0.892382, -2.227042], [-2.619115, -0.172665, -1.155679], [-1.861992, 1.323516, -1.604946], [-3.360966, -0.257423, 0.083067], [-4.612326, -0.666915, 0.368472], [-4.914861, -1.156391, 1.463395], [-5.711187, -0.415387, -0.632380], [-5.655137, 0.637371, -1.541841], [-6.731548, 0.882721, -2.381999], [-7.859688, 0.074330, -2.333445], [-7.919480, -0.974628, -1.423993], [-6.852702, -1.207105, -0.570369], [-0.350789, -3.621107, -3.280258], [-0.917935, -1.960400, -3.451933], [-1.811237, -3.291989, -4.223910], [-1.517499, -2.827679, -1.196781], [-2.361473, -4.188317, -1.927544], [-4.031139, -2.589418, -1.312150], [-3.925404, -2.628653, -3.062642], [-2.808021, -0.588516, -3.094527], [-2.730187, -0.235389, 0.889787], [-4.773864, 1.262696, -1.581459], [-6.683182, 1.704341, -3.086020], [-8.692944, 0.262282, -3.001761], [-8.799549, -1.605905, -1.378414], [-6.880383, -2.001547, 0.164275], [-1.235167, -0.388030, 1.859547], [-1.180127, -1.616361, 1.987141], [-0.724935, -2.433407, 1.131587], [-1.791741, -2.217435, 3.249818], [-1.112559, -3.487862, 3.728578], [-0.235856, -4.535946, 2.324472], [0.083614, -6.277101, 3.350010], [-0.986905, -6.896909, 3.999007], [-0.856957, -8.124081, 4.632951], [0.365704, -8.781237, 4.627638], [1.442995, -8.196406, 3.981182], [1.297775, -6.964039, 3.354051], [-1.417549, -5.360847, 1.004120], [-2.795365, -5.207664, 1.136943], [-3.673571, -5.942560, 0.353270], [-3.184100, -6.834972, -0.589181], [-1.813353, -6.978500, -0.750074], [-0.940391, -6.248313, 0.043655], [1.608582, -4.019939, 1.948826], [2.478356, -3.912352, 3.032330], [3.793142, -3.505690, 2.857304], [4.259803, -3.214146, 1.584310], [3.404854, -3.313516, 0.497270], [2.084089, -3.700542, 0.681656], [-2.841935, -2.393958, 2.989872], [-1.798008, -1.443866, 4.020450], [-1.807192, -4.143122, 4.258976], [-0.315844, -3.258844, 4.443212], [-1.958388, -6.414955, 4.000221], [-1.711855, -8.574072, 5.124952], [0.473869, -9.742684, 5.116103], [2.402302, -8.701722, 3.962719], [2.155705, -6.530249, 2.853844], [-3.192834, -4.498966, 1.853175], [-4.741404, -5.804730, 0.466835], [-3.867902, -7.399497, -1.211676], [-1.424181, -7.659798, -1.497516], [0.128364, -6.390805, -0.072847], [2.126392, -4.153281, 4.030005], [4.450255, -3.411076, 3.714951], [5.280977, -2.881703, 1.439684], [3.752117, -3.047245, -0.490872], [1.409744, -3.704900, -0.165782]], "forces_ev_per_angstrom": [[-0.28, 0.34, -0.42], [0.05, -0.01, -0.03], [-0.05, 0.04, 0.07], [0.03, -0.11, -0.04], [-0.01, -0.01, 0.12], [0.00, 0.14, -0.15], [0.03, 0.03, 0.09], [0.14, -0.05, 0.07], [0.07, 0.06, -0.01], [0.00, -0.03, -0.02], [0.03, -0.04, 0.02], [-0.02, -0.06, -0.08], [-0.12, -0.11, 0.14], [-0.02, 0.01, 0.02], [0.00, 0.01, 0.01], [0.00, -0.02, -0.06], [-0.05, 0.02, 0.02], [-0.02, 0.04, 0.04], [-0.01, 0.00, 0.00], [0.00, 0.00, 0.00], [-0.05, 0.00, -0.02], [0.02, 0.09, 0.03], [0.07, 0.01, -0.02], [-0.05, -0.05, 0.07], [-0.10, 0.04, -0.29], [0.27, 0.17, 0.08], [0.10, -0.17, -0.06], [0.01, -0.20, 0.24], [0.04, 0.14, -0.05], [0.00, 0.09, -0.08], [-0.02, -0.03, -0.06], [-0.06, -0.08, 0.06], [0.00, 0.01, 0.01], [-0.03, -0.03, 0.01], [-0.04, 0.04, -0.06], [0.12, -0.01, 0.02], [0.03, 0.00, -0.01], [0.00, -0.07, -0.01], [-0.01, -0.01, -0.02], [-0.03, -0.03, 0.02], [-0.01, -0.19, 0.07], [0.07, 0.03, 0.03], [-0.05, -0.03, 0.05], [-0.03, -0.04, 0.19], [-0.07, -0.08, -0.04], [0.08, 0.00, -0.02], [0.00, 0.01, -0.01], [0.01, 0.00, 0.01], [0.00, 0.00, 0.00], [0.00, 0.00, 0.01], [-0.05, 0.35, 0.08], [0.04, -0.25, 0.07], [0.05, -0.23, 0.06], [-0.05, 0.10, 0.13], [-0.05, -0.08, 0.04], [-0.03, -0.10, 0.16], [0.05, 0.07, -0.06], [-0.01, 0.04, 0.01], [-0.02, -0.02, 0.02], [-0.01, -0.04, 0.02], [0.04, -0.02, 0.01], [0.01, 0.01, -0.02], [0.08, 0.12, -0.06], [0.01, 0.03, -0.03], [-0.02, 0.03, -0.05], [-0.01, 0.02, -0.07], [0.01, 0.01, -0.06], [0.01, -0.06, 0.06], [-0.14, 0.04, -0.07], [0.02, -0.03, -0.01], [0.03, -0.01, 0.06], [0.04, 0.03, -0.02], [-0.03, 0.05, -0.03], [-0.02, 0.04, -0.05], [0.03, -0.02, -0.02], [-0.01, -0.02, -0.03], [0.00, -0.03, 0.01], [0.04, 0.01, -0.01], [-0.07, 0.02, 0.00], [-0.02, 0.00, 0.01], [0.00, -0.01, 0.01], [0.01, -0.01, -0.01], [0.03, 0.01, -0.02], [-0.02, 0.05, 0.03], [-0.04, 0.01, 0.01], [-0.01, -0.02, 0.00], [0.01, -0.01, -0.01], [0.04, 0.00, -0.02], [-0.01, 0.00, 0.04], [-0.01, 0.00, 0.00], [0.01, 0.00, 0.00], [0.00, 0.08, -0.11], [-0.02, 0.02, -0.02]], "mulliken_charge": [-0.79, -0.89, -0.33, -0.86, 0.53, 0.09, -0.16, 1.79, -0.95, -0.55, -0.94, 0.74, -0.86, 0.38, 0.36, 0.26, 0.43, 0.31, 0.33, 0.37, 0.01, -1.90, 2.50, -1.02, 0.24, -0.68, -0.47, 0.56, 0.17, -0.75, 0.50, 0.08, -0.75, -0.31, -0.59, -0.48, 0.44, 0.40, 0.38, -1.28, -0.05, 0.08, 0.50, 0.39, -0.08, 0.35, 0.40, 0.35, 0.35, 0.43, -0.77, 0.18, -0.23, -0.71, -1.18, 1.57, 0.02, -0.35, -0.86, -0.39, -0.74, -0.17, 0.68, -0.15, -0.65, -0.49, -0.71, -0.31, 0.38, -0.03, -0.81, -0.55, -0.34, -0.40, 0.20, 0.30, 0.29, 0.53, 0.24, 0.36, 0.35, 0.38, 0.25, 0.10, 0.38, 0.33, 0.35, 0.36, 0.36, 0.36, 0.35, 0.30, 0.12]}